DFT (wB97M-V/def2-TZVPD) results for a cluster of 3 separate species, C38H73BrF3N4O5S in total at a distorted geometry.

**LUMO**: -2.71 eV
**Orbital gap**: 6.64 eV
**Charge**: +1

CARTESIAN COORDINATES (ANGSTROEM)
C: 3.3656 1.1891 4.5675
C: 4.0193 0.2547 3.8586
C: 3.5633 -1.1726 3.6593
C: 2.9948 -1.6883 2.2875
C: 1.5035 -1.9516 2.6773
C: 0.4250 -2.3267 1.6850
C: -0.9502 -2.1378 2.3638
C: -2.0153 -2.9426 1.6251
C: -3.4351 -2.5603 2.0474
O: -4.2609 -2.5064 0.8989
C: -5.3676 -1.6314 1.0162
C: -5.2883 -0.5400 -0.0501
C: 3.0560 -0.6833 1.1234
C: 4.4539 -0.0938 0.7942
C: 2.1905 0.5870 1.3440
C: 1.0077 0.7970 0.4040
O: 1.1559 1.1009 -0.7684
N: -0.2597 0.7205 1.0423
C: -0.5757 1.9495 1.7989
C: -1.3530 0.3717 0.1379
O: 2.5907 -1.2282 -0.1239
C: 3.0843 -2.4423 -0.5361
S: 4.6657 -2.1816 -1.5454
C: 2.1251 -2.9831 -1.6258
C: 0.7166 -3.3044 -1.1967
O: 0.4152 -4.3387 -0.6247
O: -0.2418 -2.3703 -1.5113
C: 3.1892 -3.5381 0.5790
Br: 4.1952 -5.0691 -0.0754
N: 3.6744 -3.0282 1.9080
C: 3.3951 -4.0204 2.9841
C: 2.7440 -5.1659 2.8211
C: 5.1936 -2.9218 1.8793
C: 6.0320 -4.0246 2.5360
C: 7.4737 -3.7735 2.0982
F: 8.2545 -4.6781 2.7494
F: 7.9150 -2.5535 2.4621
F: 7.6623 -3.9771 0.7837
H: 2.2922 1.3225 4.5329
H: 3.9582 1.8432 5.1902
H: 4.9877 0.5445 3.4687
H: 2.8538 -1.3549 4.4556
H: 4.4207 -1.7601 3.9811
H: 1.4453 -2.6390 3.5182
H: 1.1948 -1.0224 3.1509
H: 0.4270 -3.3923 1.4676
H: 0.3696 -1.7656 0.7603
H: -1.1889 -1.0837 2.4831
H: -0.8375 -2.5492 3.3702
H: -1.8640 -3.9827 1.9135
H: -1.8821 -2.9112 0.5475
H: -3.3976 -1.6043 2.5726
H: -3.8458 -3.3125 2.7224
H: -5.4315 -1.1659 1.9987
H: -6.3039 -2.1667 0.8678
H: -4.7285 0.3245 0.2966
H: -6.2869 -0.2461 -0.3565
H: -4.7718 -0.9281 -0.9228
H: 5.2460 -0.8125 0.6222
H: 4.7669 0.6816 1.4797
H: 4.3050 0.4100 -0.1573
H: 2.7993 1.4710 1.1836
H: 1.8406 0.6889 2.3619
H: -1.3476 1.7054 2.5219
H: 0.3083 2.3368 2.2940
H: -0.9850 2.6932 1.1175
H: -2.2812 0.6113 0.6522
H: -1.3621 0.9333 -0.7942
H: -1.3835 -0.7004 -0.0207
H: 4.6485 -3.2296 -2.3775
H: 2.5457 -3.8572 -2.1052
H: 2.1126 -2.2114 -2.3875
H: -0.6564 -2.5914 -2.3514
H: 2.2016 -3.9630 0.6638
H: 3.6926 -3.7510 3.9822
H: 1.9476 -5.2721 2.0966
H: 2.9571 -6.0364 3.4209
H: 5.5581 -2.8165 0.8628
H: 5.5311 -2.0000 2.3349
H: 5.8239 -5.0284 2.1930
H: 6.0864 -3.9487 3.6143
C: 3.5563 6.1387 1.7087
C: 3.0376 5.2521 0.5864
N: 1.6041 5.3505 0.3917
C: 1.0705 4.3123 -0.4737
C: 1.5140 4.2887 -1.9391
C: 1.0884 6.6921 0.1685
C: 1.6423 7.4863 -1.0210
H: 3.0285 5.9379 2.6421
H: 4.6175 5.9442 1.8702
H: 3.4544 7.1980 1.4736
H: 3.2693 4.2127 0.8457
H: 3.6025 5.4762 -0.3315
H: -0.0218 4.3534 -0.4368
H: 1.3362 3.3541 -0.0289
H: 1.0337 5.0730 -2.5220
H: 1.2278 3.3358 -2.3882
H: 2.5947 4.3878 -2.0455
H: 1.2622 7.2750 1.0762
H: 0.0006 6.6332 0.0858
H: 2.7278 7.4129 -1.0988
H: 1.3955 8.5425 -0.9002
H: 1.2076 7.1653 -1.9659
C: -8.3311 -1.6564 -4.7331
C: -8.2905 -0.1448 -4.5669
N: -6.9828 0.3549 -4.1851
C: -7.0003 1.7447 -3.7589
C: -7.3805 2.8107 -4.7936
C: -5.8806 -0.0191 -5.0533
C: -5.9614 0.3760 -6.5340
H: -7.9769 -2.1583 -3.8316
H: -9.3564 -1.9774 -4.9191
H: -7.7285 -1.9928 -5.5777
H: -8.9949 0.1235 -3.7752
H: -8.6658 0.3230 -5.4901
H: -6.0239 1.9975 -3.3350
H: -7.6999 1.8251 -2.9205
H: -6.5758 2.9956 -5.5035
H: -7.5799 3.7569 -4.2864
H: -8.2797 2.5443 -5.3490
H: -5.7633 -1.1049 -4.9994
H: -4.9559 0.3784 -4.6263
H: -6.9449 0.1782 -6.9612
H: -5.2348 -0.2040 -7.1070
H: -5.7231 1.4264 -6.6913

Forces on atoms 1 to 2 (eV/Å):
C 0.5 -0.5 -0.4
C -0.2 0.6 0.0